Molecular formula: C16H23I2NO3PS
Method: DFT, wB97M-V/def2-TZVPD

Summary:
- E_HOMO: -4.5490 eV
- Total charge: -1
- Electronic energy: -2238.86329 a.u.
- Energy above the lowest of the compared OMol25 structures with the same formula, charge and spin: 0.000 eV
- Molecular weight: 594.21 g mol⁻¹

Structure (XYZ):
```
47
Properties=species:S:1:pos:R:3:forces:R:3:nbo_charge:R:1
C 0.521 3.325 0.553 0.06 0.33 -0.01 -0.690
C 0.301 2.761 -0.833 -0.03 -0.27 0.20 -0.259
I 0.772 4.321 -2.201 0.00 0.25 -0.19 0.050
C -0.148 1.551 -1.184 0.46 0.33 -0.38 -0.413
I -0.453 1.219 -3.260 -0.35 0.13 0.07 0.139
P -0.734 -0.001 -0.010 -1.12 -0.20 0.84 1.158
S 0.346 -1.399 -1.509 0.63 -0.41 -0.30 -0.516
C -1.382 -1.514 0.968 0.35 -0.17 -0.49 -0.746
C -2.671 -2.088 0.380 0.00 -0.12 0.25 -0.426
C -3.940 -1.229 0.381 -0.39 0.04 -0.37 -0.220
N -4.617 -1.237 -0.933 0.11 -0.25 0.10 -0.853
C -1.688 1.258 1.141 -0.02 -0.17 0.06 -0.877
C -2.529 2.324 0.517 -0.17 0.16 0.16 0.817
O -2.782 3.389 1.033 0.28 0.04 -0.24 -0.624
O -3.064 2.004 -0.695 0.34 -0.17 -0.12 -0.717
C 0.882 0.072 1.056 0.42 -0.02 -0.03 -0.845
C 1.777 -1.131 1.095 -0.13 -0.13 0.14 0.591
O 1.586 -2.049 1.874 0.05 0.10 -0.13 -0.594
C 3.035 -1.134 0.254 -0.05 -0.06 0.01 -0.049
C 3.384 -0.114 -0.627 -0.10 0.07 0.10 -0.195
C 4.562 -0.177 -1.346 0.17 -0.04 -0.04 -0.221
C 5.411 -1.263 -1.198 -0.01 0.00 -0.09 -0.212
C 5.066 -2.289 -0.332 0.17 0.03 -0.12 -0.227
C 3.887 -2.224 0.385 0.10 -0.05 0.09 -0.190
H -0.379 3.830 0.906 -0.06 -0.03 -0.02 0.245
H 1.297 4.087 0.525 0.11 -0.07 0.01 0.221
H 0.810 2.592 1.288 -0.02 -0.28 0.11 0.224
H -1.878 -0.056 -0.863 0.22 0.10 -0.22 -0.100
H -0.365 -2.528 -1.442 -0.22 0.03 0.21 0.128
H -0.638 -2.299 0.842 0.11 0.03 0.16 0.237
H -1.417 -1.348 2.048 -0.20 0.24 0.03 0.200
H -2.889 -3.019 0.913 -0.02 -0.09 -0.05 0.194
H -2.491 -2.387 -0.654 0.05 0.12 -0.07 0.220
H -3.740 -0.201 0.662 0.10 0.05 0.14 0.178
H -4.659 -1.617 1.105 0.08 -0.02 0.16 0.172
H -4.415 -0.384 -1.436 0.03 0.02 -0.07 0.368
H -5.616 -1.323 -0.829 -0.07 0.16 -0.01 0.345
H -1.058 1.759 1.868 0.03 0.07 0.04 0.236
H -2.373 0.663 1.747 0.01 -0.11 -0.03 0.251
H -3.049 2.804 -1.236 -0.40 0.12 0.09 0.497
H 0.616 0.281 2.093 -0.23 -0.06 0.00 0.233
H 1.496 0.886 0.701 -0.08 0.29 -0.07 0.220
H 2.739 0.739 -0.785 -0.12 0.00 0.01 0.216
H 4.817 0.621 -2.030 -0.01 0.05 -0.04 0.208
H 6.327 -1.314 -1.771 0.07 -0.01 0.00 0.200
H 5.725 -3.139 -0.225 0.00 -0.08 0.04 0.201
H 3.622 -3.023 1.061 -0.14 0.01 0.06 0.228
```
Forces are in eV/Å.